DFT (ωB97M-V/def2-TZVPD) results for a cluster of 2 separate species, C30H33BF3N3O2 in total in a non-equilibrium geometry.

Geometry as XYZ:
```
72
Properties=species:S:1:pos:R:3
C -5.3582 3.4433 2.8017
C -4.0126 3.0627 2.1886
N -4.1794 2.4875 0.8526
C -3.0620 1.8591 0.2966
C -2.6174 2.1482 -1.0140
C -1.4543 1.5744 -1.5007
C -0.7826 0.5527 -0.7753
C 0.3976 -0.0813 -1.2761
C 0.6010 -1.4913 -1.2079
C -0.4842 -2.4147 -1.0627
C -0.2757 -3.7837 -1.0445
C 1.0407 -4.2961 -1.0104
N 1.3083 -5.6631 -0.8779
C 2.1534 -6.0393 0.2557
C 2.6343 -7.4830 0.1447
O 1.5782 -8.3805 -0.2036
C 0.9314 -7.9979 -1.4219
C 0.2827 -6.6231 -1.2834
C 2.1296 -3.3930 -1.1233
C 1.9128 -2.0421 -1.3025
C -1.3029 0.1981 0.5049
C -2.3744 0.8774 1.0515
C -5.0973 3.1773 -0.0502
C -6.4084 3.4545 0.6791
O -6.1784 4.1795 1.8914
H -5.8700 2.5193 3.1374
H -5.2034 4.1274 3.6495
H -3.3849 3.9781 2.1418
H -3.5152 2.3335 2.8353
H -3.1735 2.8586 -1.6282
H -1.0648 1.8568 -2.4800
H 1.0764 0.4971 -1.9099
H -1.5022 -2.0265 -1.0026
H -1.1292 -4.4633 -0.9985
H 3.0157 -5.3661 0.2837
H 1.5922 -5.9361 1.2086
H 3.4549 -7.5272 -0.5985
H 2.9838 -7.8334 1.1273
H 1.6481 -7.9703 -2.2681
H 0.1696 -8.7749 -1.5835
H -0.5373 -6.6770 -0.5417
H -0.1281 -6.3174 -2.2534
H 3.1449 -3.7933 -1.1124
H 2.7481 -1.3669 -1.4956
H -0.8228 -0.6031 1.0709
H -2.7315 0.6266 2.0525
H -4.6673 4.1348 -0.4024
H -5.2971 2.5337 -0.9152
H -7.0511 4.1155 0.0793
H -6.9164 2.4889 0.8769
C 4.0439 4.5667 -1.1264
N 3.3541 3.4776 -0.4743
C 3.4010 2.1435 -0.8353
B 4.2794 1.7190 -2.1366
F 4.1967 0.3236 -2.2697
F 3.6624 2.3940 -3.2087
F 5.5899 2.1512 -1.8688
C 2.5879 1.4073 0.0086
C 2.0807 2.3121 1.0011
C 2.5498 3.6154 0.6485
C 2.2404 4.7455 1.3946
C 1.4265 4.5711 2.5255
C 0.9529 3.2942 2.8844
C 1.2759 2.1606 2.1283
H 3.7930 5.4903 -0.6009
H 5.1284 4.4131 -1.1025
H 3.7390 4.6439 -2.1758
H 2.4252 0.3375 0.0266
H 2.6301 5.7174 1.0967
H 1.1580 5.4342 3.1358
H 0.3304 3.1849 3.7754
H 0.9332 1.1565 2.3882
```

Computed properties:
* maximum force: 1.5 eV Å⁻¹
* E_tot: -49041.9091 eV
* frontier orbital gap: 4.51 eV